C32H29ClF3KN6O9S3 as an isolated structure at a distorted geometry, computed with ωB97M-V/def2-TZVPD.

CARTESIAN COORDINATES (ANGSTROEM)
K  -7.708  -6.516  18.797
N  -11.480  -4.371  20.741
C  -10.367  -5.054  20.496
N  -10.281  -6.089  19.722
C  -11.436  -6.599  19.219
N  -11.475  -7.698  18.516
N  -10.190  -8.148  18.334
C  -9.867  -8.976  17.438
C  -8.673  -9.780  17.448
C  -8.586  -10.961  16.673
C  -7.446  -11.712  16.707
C  -6.422  -11.307  17.544
C  -6.613  -10.163  18.356
N  -7.674  -9.339  18.227
C  -12.749  -5.974  19.453
C  -13.949  -6.332  18.899
C  -15.049  -5.473  18.884
C  -15.039  -4.279  19.637
C  -13.908  -3.986  20.384
C  -12.763  -4.755  20.199
H  -11.437  -3.663  21.409
H  -9.482  -4.706  21.059
H  -10.518  -9.223  16.548
H  -9.427  -11.291  16.029
H  -7.521  -12.698  16.218
H  -5.514  -11.864  17.536
H  -5.867  -9.956  19.037
H  -13.951  -7.373  18.493
H  -15.918  -5.785  18.236
H  -15.823  -3.611  19.442
H  -13.863  -3.259  21.196
C  -3.381  -2.419  14.958
C  -4.717  -2.769  15.526
C  -4.526  -4.250  16.135
C  -5.313  -1.757  16.534
C  -5.961  -2.150  17.717
C  -6.218  -1.250  18.738
C  -5.970  0.102  18.557
C  -6.198  1.103  19.654
C  -5.480  0.507  17.316
C  -5.125  -0.409  16.340
H  -2.984  -3.202  14.324
H  -2.544  -2.227  15.635
H  -3.474  -1.504  14.309
H  -5.448  -2.848  14.723
H  -4.225  -4.239  17.231
H  -3.908  -4.862  15.542
H  -5.607  -4.600  16.072
H  -6.108  -3.244  17.859
H  -6.538  -1.599  19.743
H  -6.055  0.610  20.655
H  -7.194  1.573  19.695
H  -5.502  1.936  19.700
H  -5.278  1.547  17.239
H  -4.591  -0.130  15.440
O  -0.239  -5.723  21.109
S  -1.449  -4.971  20.899
O  -1.670  -3.565  20.743
N  -2.222  -5.729  19.612
C  -3.176  -6.528  20.038
S  -4.136  -7.535  19.033
C  -3.490  -6.460  21.512
C  -4.595  -7.091  22.181
C  -4.582  -6.936  23.586
C  -3.797  -5.941  24.214
C  -2.840  -5.208  23.453
C  -2.652  -5.539  22.121
H  -5.204  -7.727  21.518
H  -5.145  -7.590  24.312
H  -3.910  -5.711  25.260
H  -2.223  -4.439  23.874
O  -6.066  -3.925  22.251
Cl  -7.288  -4.317  21.592
O  -8.451  -3.707  22.196
O  -7.425  -5.812  21.614
O  -7.319  -3.945  20.201
F  -6.066  -6.612  13.525
C  -6.710  -7.014  14.621
F  -7.169  -8.260  14.260
F  -5.803  -7.165  15.685
S  -8.213  -5.918  15.194
O  -8.164  -5.023  14.075
O  -9.408  -6.723  15.280
O  -7.652  -5.439  16.456

Forces on the atoms, in the same order (eV/Å):
0.3968 -0.0432 0.2890
-2.6165 -0.8995 -0.9864
1.0343 -0.6751 0.0706
0.0669 0.7989 0.4455
-1.1300 -1.4927 -0.5945
0.8323 0.7052 -0.8399
0.8352 -1.0981 1.1565
-2.7635 -0.0470 -2.0522
1.6057 0.0424 -0.2603
-1.4249 0.9488 -0.1101
-0.3892 -0.8522 0.2726
-0.6992 0.6508 0.3305
-1.3060 -0.9223 -2.6985
0.6805 -1.6672 0.5638
0.4368 2.6948 1.2303
-0.5579 -1.6725 -0.6363
-0.4199 -0.4559 -0.3139
1.0504 -1.8131 -1.0971
0.5234 -0.0984 0.5681
1.8034 -0.8431 0.0074
0.0963 1.3365 1.0363
-0.9412 -0.2222 -0.6697
0.0836 0.3105 1.0034
0.4678 0.4511 0.6188
0.7608 0.6646 -0.0392
0.5787 -0.2186 0.4782
1.4220 1.0657 1.3592
-0.3107 1.2061 -0.1962
0.8889 0.6150 0.9818
-1.1009 0.9055 0.5630
-0.1850 0.4217 -0.6564
0.7423 2.1169 -1.4047
0.2148 -1.8042 1.6842
-3.6063 2.1814 1.5022
0.2102 -0.9155 0.2590
0.5935 -1.4452 -0.2319
-0.3075 -0.3114 0.8795
-0.0513 0.3222 -0.5774
-0.1495 -0.2711 1.7406
-0.0230 -0.3540 0.6913
0.3384 0.3014 -0.2377
-0.2971 -0.3163 -0.3503
-0.4734 0.0789 0.5736
0.3545 -0.6323 0.3646
0.0567 -0.1521 -0.2738
-0.1051 -0.0608 -1.4769
0.7840 -0.6280 -0.6662
1.6169 -0.3463 0.4756
-0.0581 1.0473 0.1645
0.0600 0.0566 -0.9660
-0.2802 0.2427 -0.8503
0.0989 -0.3809 -0.2888
0.3213 0.0481 -0.5104
0.2374 0.8547 -0.5263
-0.1343 0.4618 0.0446
0.9826 1.3836 0.2812
-3.7175 -2.6330 -0.7641
1.6288 0.7655 0.2204
0.1593 -0.2708 0.8128
-0.4806 0.0359 -0.7246
0.2610 0.2391 0.1413
-1.1980 0.1792 0.1165
2.5985 0.4008 -0.0913
-0.4700 -0.1404 0.6726
0.8918 0.2191 -1.8432
-0.6051 -0.8249 0.2098
-0.3711 -0.5065 0.6815
0.1165 0.1995 0.8987
0.0489 0.8274 -1.2613
-0.0299 -0.1808 0.1824
0.0881 0.2849 0.4538
-0.9990 -0.0263 -0.3816
1.0420 -2.3750 -0.3041
0.0370 0.2907 1.0958
-0.0264 2.0091 0.4389
0.4520 0.3546 -0.4670
0.2184 0.5943 0.6613
-0.4422 -1.4077 1.3288
0.3234 0.2904 0.7222
-1.2640 -0.0476 -2.1121
2.0334 -0.3908 -0.4903
-0.4845 1.0246 -0.1833
0.3482 -0.2642 0.3115
-1.0036 0.0791 -0.4500

The calculation puts the LUMO energy at 3.474 eV. Its total energy is -130523.0525 eV. The molecular weight comes out at 869.4 g/mol. The HOMO energy is -2.582 eV. The relative energy (zero: lowest compared OMol25 entry of this formula, charge and spin) comes out at 0.0 kcal per mole. For the gap between HOMO and LUMO, the calculation gives 6.06 eV. The net charge is -2.